ORCA calculation (ωB97M-V with the def2-TZVPD basis set) on a cluster of 6 separate species, C41H43BBr2FN2O5S in total at a distorted geometry.

Results
- Total charge: +1
- Energy above the lowest of the compared OMol25 structures with the same formula, charge and spin: 3.776 eV

Last column: Löwdin charge in e.
Geometry (Å):
1 C -3.108 0.999 0.741  -0.01
2 C -1.707 0.344 0.806  -0.24
3 C -0.600 0.940 -0.135  0.00
4 N -1.414 -0.714 1.590  0.08
5 N -1.385 -1.825 0.731  -0.10
6 C -0.223 -2.410 0.277  0.09
7 C -0.201 -3.548 -0.652  -0.10
8 C 1.076 -4.177 -1.198  -0.63
9 Br 2.181 -3.015 -2.334  0.75
10 C 1.499 -5.451 -0.981  -0.68
11 C 0.687 -6.436 -0.086  -0.09
12 Br 3.140 -6.154 -1.791  0.73
13 C -1.517 -4.058 -1.088  -0.15
14 O -1.641 -5.109 -1.997  0.15
15 B -1.763 -4.469 -3.292  -0.67
16 O -2.583 -4.999 -4.294  0.19
17 O -1.091 -3.254 -3.607  0.13
18 C -2.754 -3.440 -0.580  -0.09
19 S -4.443 -3.941 -0.997  0.76
20 O -5.310 -3.449 0.064  -0.26
21 O -4.857 -3.335 -2.249  -0.24
22 F -4.633 -5.551 -0.999  -0.12
23 C -2.621 -2.320 0.337  0.07
24 H -3.096 2.086 0.480  0.10
25 H -3.662 0.474 -0.098  0.12
26 H -3.709 0.804 1.670  0.11
27 H 0.237 1.357 0.484  0.09
28 H -0.243 0.110 -0.815  0.09
29 H -1.033 1.721 -0.820  0.10
30 H 0.784 -2.026 0.584  0.16
31 H 0.873 -7.469 -0.498  0.09
32 H -0.412 -6.238 -0.071  0.08
33 H 1.136 -6.427 0.945  0.10
34 H -2.072 -4.826 -5.113  0.13
35 H -1.620 -2.484 -3.334  0.12
36 H -3.536 -1.803 0.722  0.15
37 C 3.266 2.159 4.418  -0.09
38 C 4.033 2.586 3.339  -0.08
39 C 3.781 2.089 2.067  -0.09
40 C 2.756 1.172 1.871  -0.11
41 C 1.986 0.747 2.949  -0.11
42 C 2.244 1.238 4.222  -0.11
43 H 3.465 2.545 5.410  0.11
44 H 4.828 3.306 3.491  0.11
45 H 4.383 2.417 1.227  0.11
46 H 2.556 0.787 0.876  0.09
47 H 1.184 0.032 2.796  0.08
48 H 1.648 0.903 5.063  0.11
49 C -1.887 5.408 5.031  -0.10
50 C -2.069 5.174 6.388  -0.09
51 C -1.265 4.253 7.049  -0.09
52 C -0.272 3.572 6.354  -0.09
53 C -0.088 3.808 4.997  -0.10
54 C -0.898 4.723 4.334  -0.10
55 H -2.516 6.124 4.515  0.10
56 H -2.838 5.710 6.932  0.10
57 H -1.411 4.067 8.107  0.10
58 H 0.358 2.857 6.871  0.10
59 H 0.686 3.279 4.456  0.07
60 H -0.758 4.903 3.274  0.10
61 C 5.928 -1.298 -3.578  -0.10
62 C 5.819 -1.966 -2.364  -0.12
63 C 6.859 -1.912 -1.444  -0.10
64 C 8.004 -1.180 -1.733  -0.09
65 C 8.111 -0.508 -2.945  -0.09
66 C 7.076 -0.570 -3.869  -0.09
67 H 5.118 -1.344 -4.298  0.10
68 H 4.923 -2.532 -2.136  0.02
69 H 6.777 -2.439 -0.500  0.10
70 H 8.813 -1.133 -1.014  0.10
71 H 9.004 0.064 -3.170  0.10
72 H 7.162 -0.051 -4.817  0.10
73 C -10.104 -2.485 -2.463  -0.09
74 C -10.356 -2.311 -3.818  -0.09
75 C -9.348 -2.538 -4.748  -0.09
76 C -8.090 -2.949 -4.323  -0.09
77 C -7.839 -3.127 -2.968  -0.10
78 C -8.844 -2.891 -2.037  -0.09
79 H -10.889 -2.305 -1.738  0.10
80 H -11.338 -1.997 -4.151  0.10
81 H -9.543 -2.396 -5.805  0.10
82 H -7.306 -3.131 -5.049  0.10
83 H -6.858 -3.450 -2.636  0.05
84 H -8.647 -3.025 -0.980  0.10
85 C 3.502 5.148 -0.986  -0.10
86 C 3.549 5.396 0.380  -0.11
87 C 4.385 6.387 0.879  -0.09
88 C 5.168 7.137 0.010  -0.09
89 C 5.118 6.892 -1.357  -0.09
90 C 4.289 5.895 -1.855  -0.10
91 H 2.852 4.372 -1.375  0.09
92 H 2.933 4.814 1.058  0.09
93 H 4.426 6.575 1.946  0.10
94 H 5.816 7.914 0.398  0.10
95 H 5.727 7.479 -2.035  0.10
96 H 4.254 5.700 -2.921  0.10


ORCA calculation (ωB97M-V with the def2-TZVPD basis set) on a cluster of 6 separate species, C41H43FO2 in total.

Results
- Total charge: 0

Last column: Löwdin charge in e.
Geometry (Å):
1 C 0.260 -1.751 0.125  -0.10
2 C -0.470 -0.619 -0.596  -0.23
3 C -0.710 0.638 0.276  -0.14
4 C -0.137 1.892 -0.303  -0.09
5 C -0.888 2.912 -0.767  -0.08
6 C -2.399 2.945 -0.772  -0.10
7 C -3.085 1.908 -1.672  -0.15
8 F -3.769 0.943 -0.907  -0.09
9 C -0.215 4.111 -1.359  -0.33
10 O -0.853 5.030 -1.837  0.11
11 C 1.265 4.170 -1.351  0.03
12 C 2.008 3.171 -0.878  0.03
13 C 1.356 1.953 -0.356  -0.33
14 O 2.021 1.009 0.031  0.10
15 H -0.407 -2.272 0.817  0.07
16 H 0.631 -2.485 -0.593  0.07
17 H 1.115 -1.370 0.685  0.07
18 H -1.435 -0.991 -0.940  0.09
19 H 0.098 -0.343 -1.491  0.11
20 H -0.284 0.476 1.271  0.13
21 H -1.781 0.771 0.409  0.09
22 H -2.784 2.825 0.245  0.13
23 H -2.700 3.940 -1.101  0.11
24 H -2.374 1.373 -2.305  0.12
25 H -3.840 2.387 -2.297  0.12
26 H 1.708 5.077 -1.747  0.12
27 H 3.091 3.202 -0.859  0.12
28 C 4.282 0.613 -2.458  -0.09
29 C 5.476 0.395 -1.784  -0.09
30 C 6.654 0.214 -2.497  -0.09
31 C 6.639 0.253 -3.885  -0.11
32 C 5.445 0.472 -4.560  -0.10
33 C 4.268 0.651 -3.846  -0.09
34 H 3.373 0.769 -1.895  0.07
35 H 5.485 0.364 -0.702  0.10
36 H 7.584 0.041 -1.970  0.10
37 H 7.557 0.115 -4.442  0.09
38 H 5.435 0.504 -5.642  0.10
39 H 3.337 0.819 -4.373  0.10
40 C -5.853 -0.910 2.692  -0.09
41 C -4.649 -0.683 2.039  -0.10
42 C -3.466 -1.172 2.579  -0.09
43 C -3.487 -1.890 3.767  -0.09
44 C -4.692 -2.118 4.417  -0.11
45 C -5.875 -1.626 3.881  -0.09
46 H -6.776 -0.534 2.269  0.10
47 H -4.634 -0.137 1.105  0.09
48 H -2.527 -1.003 2.067  0.09
49 H -2.565 -2.274 4.185  0.10
50 H -4.709 -2.677 5.344  0.10
51 H -6.814 -1.803 4.390  0.10
52 C 8.420 3.298 -7.114  -0.09
53 C 9.634 3.310 -7.786  -0.10
54 C 10.777 2.828 -7.163  -0.10
55 C 10.705 2.333 -5.868  -0.10
56 C 9.490 2.319 -5.197  -0.10
57 C 8.347 2.800 -5.820  -0.10
58 H 7.529 3.675 -7.599  0.10
59 H 9.690 3.696 -8.795  0.10
60 H 11.724 2.840 -7.686  0.10
61 H 11.597 1.959 -5.382  0.10
62 H 9.433 1.933 -4.187  0.10
63 H 7.400 2.790 -5.294  0.09
64 C -5.239 -5.824 -1.104  -0.10
65 C -4.563 -5.340 -2.215  -0.10
66 C -3.993 -4.074 -2.183  -0.10
67 C -4.098 -3.297 -1.038  -0.09
68 C -4.767 -3.782 0.076  -0.08
69 C -5.343 -5.045 0.041  -0.09
70 H -5.686 -6.810 -1.130  0.10
71 H -4.482 -5.947 -3.107  0.10
72 H -3.471 -3.693 -3.052  0.10
73 H -3.665 -2.306 -1.012  0.09
74 H -4.845 -3.173 0.966  0.08
75 H -5.871 -5.422 0.907  0.10
76 C -3.244 -0.339 8.482  -0.09
77 C -3.368 -0.514 9.853  -0.10
78 C -4.594 -0.871 10.399  -0.10
79 C -5.695 -1.053 9.574  -0.10
80 C -5.570 -0.878 8.202  -0.10
81 C -4.345 -0.521 7.656  -0.10
82 H -2.288 -0.062 8.056  0.10
83 H -2.510 -0.374 10.497  0.10
84 H -4.691 -1.005 11.469  0.10
85 H -6.650 -1.331 9.999  0.10
86 H -6.428 -1.020 7.557  0.10
87 H -4.250 -0.382 6.587  0.09


ORCA calculation (ωB97M-V with the def2-TZVPD basis set) on a structure of composition C41H44BaF3N7O2S2Sb at a distorted geometry.

Results
- Total charge: -1
- Energy above the lowest of the compared OMol25 structures with the same formula, charge and spin: 2.842 eV

Last column: Löwdin charge in e.
Geometry (Å):
1 Ba -0.124 -0.870 0.426  1.53
2 C 5.870 -2.136 0.908  -0.08
3 C 4.722 -1.894 1.646  -0.06
4 C 3.837 -0.909 1.221  -0.05
5 C 4.145 -0.193 0.088  -0.25
6 C 5.286 -0.418 -0.674  -0.04
7 C 6.152 -1.410 -0.245  -0.08
8 N 3.132 0.777 -0.337  0.07
9 N 3.622 1.624 -1.133  0.09
10 C 2.553 2.570 -1.625  -0.31
11 C 2.998 3.841 -1.970  -0.03
12 C 2.040 4.705 -2.472  -0.07
13 C 0.735 4.232 -2.615  -0.07
14 C 0.427 2.930 -2.252  -0.14
15 N 1.330 2.087 -1.754  0.13
16 H 6.545 -2.924 1.215  0.10
17 H 4.482 -2.480 2.520  0.11
18 H 2.921 -0.730 1.757  0.03
19 H 5.470 0.144 -1.578  0.10
20 H 7.038 -1.633 -0.825  0.10
21 H 4.032 4.113 -1.841  0.11
22 H 2.306 5.715 -2.752  0.10
23 H -0.051 4.857 -3.016  0.10
24 H -0.580 2.541 -2.360  0.10
25 F -0.472 -0.117 5.815  0.09
26 C -0.900 -1.404 5.909  -0.56
27 F 0.143 -2.179 6.317  0.10
28 F -1.811 -1.421 6.928  0.09
29 C -1.529 -1.910 4.635  -0.15
30 C -2.848 -2.283 4.672  -0.02
31 C -3.454 -2.765 3.529  -0.06
32 C -2.673 -2.849 2.393  -0.16
33 N -1.389 -2.506 2.346  -0.07
34 C -0.785 -2.012 3.444  -0.70
35 S 0.912 -1.474 3.332  0.48
36 H -3.404 -2.194 5.597  0.12
37 H -4.492 -3.062 3.508  0.10
38 H -3.096 -3.219 1.470  0.11
39 C -5.831 5.644 0.439  -0.06
40 C -5.084 4.346 0.450  -0.28
41 C -5.765 3.149 0.641  -0.04
42 C -5.094 1.937 0.655  -0.05
43 C -3.719 1.920 0.484  -0.28
44 C -3.025 3.099 0.281  -0.05
45 C -3.709 4.299 0.272  -0.03
46 S -2.857 0.375 0.427  0.47
47 O -3.865 -0.654 0.296  -0.30
48 O -2.024 0.289 1.636  -0.55
49 N -1.847 0.452 -0.768  -0.38
50 C -2.268 0.079 -2.091  -0.39
51 C -3.542 0.365 -2.562  -0.03
52 C -3.869 -0.064 -3.835  -0.07
53 C -2.917 -0.766 -4.560  -0.08
54 C -1.668 -0.968 -3.989  -0.14
55 N -1.302 -0.532 -2.786  0.12
56 H -6.645 5.621 -0.285  0.08
57 H -5.179 6.479 0.189  0.07
58 H -6.275 5.855 1.413  0.08
59 H -6.839 3.162 0.776  0.11
60 H -5.623 1.006 0.797  0.11
61 H -1.957 3.078 0.120  0.10
62 H -3.164 5.220 0.119  0.11
63 H -4.274 0.878 -1.958  0.10
64 H -4.858 0.130 -4.234  0.10
65 H -3.107 -1.155 -5.550  0.09
66 H -0.890 -1.519 -4.504  0.10
67 C 2.534 1.980 3.092  -0.34
68 Sb 0.793 1.993 1.865  1.19
69 C -0.458 2.477 3.535  -0.31
70 C 1.036 4.069 1.245  -0.32
71 H 2.546 2.888 3.690  0.00
72 H 3.452 1.916 2.518  -0.01
73 H 2.447 1.110 3.738  -0.02
74 H 0.059 3.215 4.143  0.00
75 H -0.622 1.564 4.096  -0.02
76 H -1.420 2.870 3.212  0.00
77 H 0.785 4.682 2.106  -0.01
78 H 0.412 4.334 0.401  -0.03
79 H 2.069 4.241 0.969  -0.01
80 C 1.968 -1.830 -3.272  -0.12
81 N 1.081 -2.858 -3.769  -0.27
82 C 1.767 -3.723 -4.704  -0.13
83 C 0.372 -3.575 -2.697  -0.20
84 C 1.222 -4.069 -1.549  -0.31
85 C 1.976 -5.220 -1.782  -0.10
86 C 2.832 -5.707 -0.814  -0.13
87 C 2.909 -5.033 0.391  -0.14
88 C 2.132 -3.905 0.595  -0.20
89 C 1.246 -3.334 -0.341  -0.21
90 H 2.272 -1.172 -4.087  0.08
91 H 2.869 -2.231 -2.785  0.09
92 H 1.453 -1.211 -2.531  0.05
93 H 2.145 -3.139 -5.546  0.07
94 H 1.085 -4.478 -5.098  0.08
95 H 2.630 -4.240 -4.261  0.07
96 H -0.159 -4.402 -3.183  0.11
97 H -0.403 -2.895 -2.321  0.08
98 H 1.884 -5.755 -2.714  0.09
99 H 3.421 -6.601 -0.987  0.08
100 H 3.562 -5.395 1.174  0.08
101 H 2.210 -3.440 1.572  0.02


ORCA calculation (ωB97M-V with the def2-TZVPD basis set) on a structure of composition C41H44Cl2N6O6SSr.

Results
- Total charge: 0
- Energy above the lowest of the compared OMol25 structures with the same formula, charge and spin: 0.340 eV

Last column: Löwdin charge in e.
Geometry (Å):
1 Sr 0.423 0.819 0.148  1.44
2 N 0.261 -0.305 2.672  -0.05
3 C 1.045 -1.506 2.999  -0.25
4 C 0.547 -2.713 2.203  -0.19
5 C 1.642 -3.503 1.490  -0.19
6 C 2.488 -2.661 0.538  -0.26
7 N 1.647 -1.771 -0.273  -0.01
8 H 0.550 0.470 3.264  0.04
9 H -0.721 -0.460 2.882  0.09
10 H 1.022 -1.723 4.073  0.11
11 H 2.085 -1.284 2.753  0.10
12 H -0.160 -2.352 1.455  0.08
13 H -0.012 -3.391 2.853  0.11
14 H 1.170 -4.309 0.922  0.08
15 H 2.304 -3.981 2.218  0.11
16 H 3.087 -3.342 -0.078  0.11
17 H 3.199 -2.047 1.099  0.10
18 H 0.869 -2.297 -0.684  0.05
19 H 2.196 -1.439 -1.055  0.04
20 O -2.005 2.276 -0.234  -0.11
21 C -2.170 3.420 -1.035  -0.18
22 C -0.859 4.015 -1.500  -0.26
23 C -0.818 5.330 -1.956  -0.03
24 C 0.382 5.851 -2.398  -0.07
25 C 1.511 5.042 -2.355  -0.05
26 C 1.373 3.753 -1.879  -0.13
27 N 0.214 3.231 -1.467  0.09
28 H -1.740 2.577 0.653  0.04
29 H -2.747 4.191 -0.515  0.13
30 H -2.753 3.117 -1.909  0.13
31 H -1.720 5.930 -1.950  0.12
32 H 0.444 6.871 -2.755  0.11
33 H 2.480 5.404 -2.671  0.11
34 H 2.237 3.104 -1.807  0.09
35 C 5.307 1.733 -0.084  -0.04
36 C 5.680 1.700 -1.417  -0.05
37 C 4.765 1.260 -2.358  -0.01
38 C 3.499 0.863 -1.936  -0.24
39 N 3.128 0.929 -0.653  0.06
40 C 4.018 1.349 0.244  -0.12
41 C 2.480 0.347 -2.904  -0.23
42 C 2.845 -0.114 -4.164  -0.01
43 C 1.864 -0.610 -5.007  -0.05
44 C 0.554 -0.641 -4.567  -0.03
45 C 0.278 -0.177 -3.290  -0.10
46 N 1.214 0.309 -2.478  0.06
47 H 5.985 2.068 0.688  0.11
48 H 6.668 2.017 -1.724  0.11
49 H 5.028 1.243 -3.405  0.11
50 H 3.675 1.406 1.270  0.11
51 H 3.879 -0.116 -4.476  0.10
52 H 2.127 -0.983 -5.989  0.11
53 H -0.243 -1.035 -5.181  0.11
54 H -0.722 -0.221 -2.877  0.11
55 C 0.059 9.060 3.073  -0.05
56 C 0.292 7.587 2.886  -0.27
57 C 0.321 6.719 3.971  -0.03
58 C 0.536 5.359 3.796  -0.04
59 C 0.723 4.859 2.520  -0.26
60 C 0.707 5.707 1.421  -0.04
61 C 0.490 7.060 1.609  -0.03
62 S 0.927 3.122 2.271  0.45
63 O -0.428 2.595 1.999  -0.42
64 O 1.513 2.561 3.467  -0.31
65 O 1.752 2.975 1.069  -0.42
66 H -0.051 9.314 4.126  0.07
67 H -0.846 9.382 2.554  0.08
68 H 0.889 9.644 2.671  0.08
69 H 0.178 7.112 4.971  0.11
70 H 0.569 4.686 4.643  0.12
71 H 0.879 5.307 0.430  0.09
72 H 0.482 7.723 0.751  0.11
73 Cl 0.157 -6.390 -0.987  0.72
74 C -1.004 -7.055 0.125  -0.57
75 C -0.740 -8.283 0.698  -0.12
76 C -1.656 -8.844 1.574  -0.10
77 C -2.804 -8.141 1.893  -0.12
78 C -3.041 -6.895 1.338  -0.58
79 Cl -4.411 -6.002 1.924  0.73
80 C -2.171 -6.318 0.397  -0.30
81 N -2.372 -5.096 -0.196  0.07
82 C -3.595 -4.603 -0.679  -0.24
83 C -4.520 -5.447 -1.286  -0.05
84 C -5.701 -4.939 -1.802  -0.09
85 C -5.955 -3.577 -1.740  -0.10
86 C -5.026 -2.737 -1.144  -0.04
87 C -3.846 -3.228 -0.598  -0.16
88 C -2.891 -2.310 0.117  -0.05
89 C -1.587 -2.002 -0.623  -0.65
90 O -0.938 -2.946 -1.123  -0.04
91 O -1.222 -0.793 -0.654  -0.21
92 H 0.176 -8.797 0.440  0.10
93 H -1.468 -9.812 2.016  0.10
94 H -3.518 -8.534 2.604  0.10
95 H -1.567 -4.542 -0.495  0.07
96 H -4.304 -6.507 -1.345  0.12
97 H -6.416 -5.608 -2.264  0.10
98 H -6.871 -3.171 -2.148  0.10
99 H -5.225 -1.674 -1.077  0.11
100 H -2.600 -2.796 1.056  0.12
101 H -3.379 -1.368 0.360  0.12


Number 1: HOMO -10.7 eV, gap between HOMO and LUMO 5.57 eV, energy -210736.3405 eV. Number 2: HOMO -9.2 eV, gap between HOMO and LUMO 7.64 eV, energy -50026.0381 eV. Number 3: HOMO -3.9 eV, gap between HOMO and LUMO 5.61 eV, energy -94812.4714 eV. Number 4: HOMO -7.2 eV, gap between HOMO and LUMO 6.97 eV, energy -101180.1046 eV.